DFT (ωB97M-V with the def2-TZVPD basis set) results for a cluster of 9 separate species, C32H84N4O6 in total at a distorted geometry.

Structure (XYZ):
```
126
Properties=species:S:1:pos:R:3
C -3.074 3.294 -0.556
C -4.367 2.803 -1.199
C -5.556 2.903 -0.262
C -4.603 3.670 -2.435
C -3.641 3.333 -3.619
C -3.649 1.758 -3.957
C -3.378 0.870 -2.722
C -3.722 -0.567 -3.114
C -1.924 0.972 -2.354
N -4.317 1.324 -1.621
O -4.219 0.520 -0.432
H -2.856 2.637 0.317
H -2.257 3.297 -1.252
H -3.228 4.252 -0.106
H -5.421 2.474 0.724
H -5.808 3.954 -0.073
H -6.436 2.461 -0.745
H -5.651 3.571 -2.739
H -4.443 4.716 -2.281
H -3.945 3.948 -4.469
H -2.604 3.599 -3.350
H -2.881 1.490 -4.667
H -4.644 1.529 -4.329
H -3.582 -1.254 -2.265
H -3.008 -0.939 -3.864
H -4.747 -0.616 -3.453
H -1.582 1.990 -2.238
H -1.267 0.506 -3.093
H -1.778 0.567 -1.353
H -3.363 0.705 -0.012
C 1.046 -1.701 -2.722
C 1.687 -3.036 -2.230
N 0.741 -4.068 -1.809
C 0.009 -3.600 -0.608
C -0.518 -4.756 0.228
C -0.022 -4.530 -2.927
C 0.729 -5.520 -3.817
H 1.816 -1.017 -3.083
H 0.432 -1.274 -1.930
H 0.396 -2.016 -3.549
H 2.349 -3.492 -2.985
H 2.317 -2.862 -1.353
H 0.730 -3.031 -0.041
H -0.835 -3.022 -0.906
H -1.112 -4.343 1.070
H -1.243 -5.421 -0.267
H 0.247 -5.375 0.663
H -0.373 -3.753 -3.584
H -0.904 -5.057 -2.487
H 1.598 -5.053 -4.273
H 0.176 -5.994 -4.651
H 1.120 -6.329 -3.193
C 4.242 4.604 -0.040
C 3.413 4.358 -1.278
N 3.541 2.994 -1.738
C 2.677 2.768 -2.948
C 1.205 2.542 -2.654
C 4.913 2.595 -1.962
C 5.798 3.380 -2.925
H 3.984 5.564 0.383
H 5.284 4.601 -0.271
H 4.080 3.759 0.613
H 2.399 4.495 -0.878
H 3.656 5.026 -2.136
H 2.741 3.653 -3.550
H 3.049 1.888 -3.480
H 0.992 1.597 -2.176
H 0.879 3.343 -2.010
H 0.674 2.581 -3.630
H 4.937 1.554 -2.279
H 5.435 2.610 -1.025
H 6.727 2.869 -3.213
H 6.181 4.300 -2.468
H 5.217 3.706 -3.794
C 1.838 -4.065 3.056
C 2.654 -2.843 3.345
N 2.023 -1.851 4.253
C 2.559 -1.919 5.608
C 2.199 -3.264 6.310
C 2.068 -0.543 3.597
C 1.340 0.535 4.337
H 1.484 -4.618 3.931
H 2.438 -4.703 2.440
H 0.879 -3.886 2.622
H 3.600 -3.197 3.739
H 3.016 -2.439 2.409
H 3.607 -1.674 5.689
H 2.031 -1.130 6.095
H 2.397 -3.192 7.384
H 1.140 -3.519 6.227
H 2.696 -4.171 5.911
H 1.490 -0.599 2.663
H 3.106 -0.249 3.439
H 1.130 1.394 3.698
H 1.875 0.834 5.239
H 0.372 0.154 4.696
C -1.272 -0.767 1.016
O -2.096 0.381 1.204
H -0.317 -0.455 0.608
H -1.223 -1.393 1.901
H -1.765 -1.404 0.280
H -1.589 1.045 1.699
C 2.927 0.116 -0.146
O 2.500 1.374 0.415
H 2.437 -0.676 0.413
H 2.565 -0.008 -1.170
H 4.008 -0.013 -0.185
H 2.871 2.036 -0.241
C 0.103 3.416 1.937
O -0.871 2.654 2.661
H 0.850 3.873 2.591
H 0.672 2.718 1.289
H -0.411 4.054 1.224
H -1.674 3.127 2.898
C -1.586 -2.068 5.017
O -0.741 -2.512 3.917
H -1.547 -2.814 5.789
H -1.269 -1.061 5.301
H -2.623 -2.016 4.686
H 0.140 -2.381 4.276
C -4.429 -2.103 1.222
O -4.300 -2.036 -0.160
H -4.368 -1.106 1.679
H -5.376 -2.554 1.526
H -3.564 -2.673 1.524
H -4.457 -1.118 -0.421
```

Output
SMILES string ... CC1(C)CCCC(C)(C)N1O.CCN(CC)CC.CCN(CC)CC.CCN(CC)CC.CO.CO.CO.CO.CO
Highest occupied orbital energy ... -8.090 eV
LUMO energy ... 0.527 eV
Kohn-Sham gap ... 8.62 eV

=====

DFT (ωB97M-V with the def2-TZVPD basis set) results for a structure of composition C32H84O32PbS10 at a distorted geometry.

Structure (XYZ):
```
159
Properties=species:S:1:pos:R:3
Pb 19.795 10.716 25.558
O 21.847 9.398 25.682
C 21.501 8.272 24.992
C 20.833 8.425 23.629
O 19.708 9.215 23.553
H 20.777 7.642 25.594
H 22.312 7.505 24.970
H 20.632 7.356 23.364
H 21.587 8.796 22.896
O 26.221 10.666 25.266
S 26.951 9.450 25.190
O 28.215 9.435 24.557
O 27.180 8.889 26.680
C 28.047 7.770 26.845
C 29.018 8.024 27.973
C 25.917 8.173 24.519
H 28.599 7.499 25.942
H 27.477 6.857 27.067
H 28.560 8.146 28.952
H 29.557 8.957 27.772
H 29.815 7.280 27.979
H 26.575 7.308 24.451
H 25.664 8.515 23.515
H 25.030 7.968 25.109
O 15.115 8.844 26.574
S 16.278 8.618 25.785
O 17.423 9.436 25.980
O 16.597 7.084 25.874
C 17.828 6.638 25.306
C 17.800 5.146 25.400
C 15.846 8.848 24.074
H 18.705 7.066 25.796
H 17.925 6.984 24.272
H 16.990 4.759 24.781
H 17.648 4.801 26.424
H 18.678 4.628 25.031
H 15.257 8.018 23.690
H 16.804 8.946 23.570
H 15.230 9.741 24.039
O 21.298 12.086 27.336
S 22.440 12.394 28.134
O 22.858 13.741 28.305
O 22.140 11.751 29.547
C 22.630 12.413 30.746
C 21.830 11.783 31.892
C 23.809 11.423 27.573
H 22.345 13.458 30.674
H 23.679 12.162 30.877
H 22.312 10.833 32.133
H 20.789 11.598 31.645
H 21.874 12.429 32.770
H 24.680 11.763 28.134
H 24.000 11.650 26.531
H 23.566 10.393 27.811
O 18.059 13.798 22.100
S 17.749 12.503 22.619
O 18.408 12.108 23.832
O 16.186 12.378 22.824
C 15.589 13.444 23.607
C 14.304 12.949 24.208
C 17.907 11.313 21.330
H 15.466 14.327 22.980
H 16.272 13.730 24.411
H 13.553 12.634 23.487
H 13.929 13.808 24.774
H 14.446 12.158 24.944
H 17.345 11.690 20.479
H 17.447 10.402 21.679
H 18.973 11.234 21.147
O 23.374 8.426 32.483
S 23.606 7.274 31.690
O 22.648 6.233 31.537
O 24.049 7.786 30.246
C 23.993 6.811 29.169
C 24.488 7.493 27.918
C 25.145 6.542 32.205
H 23.005 6.361 29.054
H 24.634 5.975 29.469
H 25.466 7.924 28.138
H 23.842 8.298 27.559
H 24.648 6.796 27.095
H 25.072 5.501 31.887
H 25.214 6.577 33.288
H 26.030 6.961 31.738
O 23.534 13.474 24.893
S 22.748 12.715 23.996
O 21.450 12.272 24.399
O 22.526 13.537 22.658
C 21.571 12.979 21.758
C 21.992 13.367 20.349
C 23.693 11.329 23.478
H 20.544 13.311 21.912
H 21.518 11.887 21.803
H 22.184 14.436 20.277
H 21.303 13.047 19.565
H 22.921 12.844 20.097
H 23.819 10.626 24.296
H 24.659 11.702 23.142
H 23.225 10.878 22.608
O 25.871 4.514 24.564
S 25.748 3.738 25.753
O 26.659 3.836 26.843
O 24.293 3.999 26.360
C 23.285 4.394 25.418
C 21.930 4.121 26.025
C 25.569 1.996 25.438
H 23.335 3.879 24.455
H 23.370 5.458 25.198
H 21.186 4.438 25.304
H 21.782 4.706 26.937
H 21.789 3.081 26.321
H 25.366 1.498 26.376
H 26.498 1.640 24.996
H 24.795 1.928 24.676
O 25.188 11.608 20.558
S 25.541 10.276 20.256
O 26.691 9.663 20.808
O 24.294 9.305 20.473
C 22.993 9.747 20.047
C 22.412 8.608 19.234
C 25.662 10.072 18.491
H 23.035 10.594 19.362
H 22.397 9.939 20.936
H 23.053 8.357 18.384
H 21.406 8.793 18.853
H 22.344 7.653 19.764
H 26.477 10.700 18.139
H 24.748 10.365 17.980
H 25.868 9.017 18.338
O 17.355 7.883 17.752
S 17.357 7.744 19.157
O 16.677 8.667 20.005
O 16.816 6.261 19.402
C 16.286 5.976 20.699
C 14.790 5.831 20.670
C 19.011 7.547 19.759
H 16.664 6.569 21.530
H 16.701 4.993 20.957
H 14.421 5.120 19.932
H 14.286 6.792 20.569
H 14.433 5.385 21.607
H 18.974 7.310 20.815
H 19.490 8.505 19.556
H 19.522 6.858 19.091
O 19.320 10.335 28.057
S 19.240 9.437 29.146
O 19.116 9.826 30.511
O 18.056 8.447 28.787
C 17.646 7.501 29.802
C 16.445 6.771 29.255
C 20.622 8.347 28.991
H 17.432 8.008 30.741
H 18.473 6.802 29.954
H 16.765 6.120 28.440
H 15.667 7.456 28.932
H 16.081 6.080 30.018
H 20.430 7.628 28.202
H 20.807 7.875 29.959
H 21.553 8.891 28.825
```

Output
ΔE to the lowest compared entry with this formula, charge and spin ... 0.0 kcal per mole
Highest occupied orbital energy ... -7.366 eV
LUMO energy ... -0.005 eV
Kohn-Sham gap ... 7.36 eV

=====

DFT (ωB97M-V with the def2-TZVPD basis set) results for a structure of composition C32H85FFeO11 at a distorted geometry.

Structure (XYZ):
```
130
Properties=species:S:1:pos:R:3
Fe 0.122 -2.865 1.020
C -0.142 0.477 -0.320
C 1.158 0.014 0.335
O 1.277 -1.333 0.687
H -0.940 0.246 0.383
H -0.221 0.104 -1.339
H -0.063 1.563 -0.418
H 1.249 0.559 1.287
H 2.008 0.334 -0.277
F -1.468 -2.284 0.096
C -4.131 1.330 -0.261
C -5.473 0.800 0.203
C -6.452 1.923 0.511
O -6.081 -0.023 -0.804
H -3.622 1.832 0.566
H -4.250 2.046 -1.077
H -3.477 0.509 -0.572
H -5.206 0.120 1.029
H -6.130 2.400 1.445
H -7.488 1.649 0.688
H -6.365 2.714 -0.233
H -5.604 -0.860 -0.795
C -3.092 -2.283 -3.822
C -1.745 -1.562 -3.738
C -2.010 -0.052 -3.497
O -1.008 -2.012 -2.609
H -2.963 -3.348 -3.593
H -3.574 -2.141 -4.785
H -3.763 -2.057 -2.986
H -1.170 -1.632 -4.659
H -2.436 0.258 -2.543
H -2.762 0.257 -4.235
H -1.116 0.536 -3.704
H -1.564 -2.043 -1.814
C 2.095 -0.658 -4.583
C 2.719 -1.469 -3.450
C 3.674 -0.586 -2.666
O 1.724 -2.086 -2.665
H 1.505 -1.303 -5.244
H 2.718 -0.068 -5.253
H 1.344 0.056 -4.215
H 3.327 -2.244 -3.936
H 4.205 -1.092 -1.859
H 3.120 0.253 -2.232
H 4.401 -0.139 -3.345
H 0.898 -1.578 -2.777
C -0.229 -5.543 -1.867
C 1.009 -5.245 -1.019
C 2.259 -5.431 -1.878
O 0.914 -3.850 -0.594
H -0.147 -5.199 -2.898
H -1.145 -5.245 -1.358
H -0.341 -6.625 -2.015
H 0.930 -5.837 -0.105
H 2.204 -6.403 -2.368
H 3.166 -5.268 -1.298
H 2.287 -4.754 -2.735
H 1.327 -3.371 -1.353
C -0.406 4.288 1.293
C -1.754 4.171 1.957
C -1.669 3.539 3.318
O -2.370 5.462 2.061
H -0.469 4.589 0.243
H 0.097 3.315 1.211
H 0.301 4.927 1.823
H -2.459 3.605 1.336
H -1.205 2.555 3.295
H -2.662 3.396 3.748
H -1.098 4.215 3.960
H -2.376 5.855 1.183
C 3.682 -3.824 3.575
C 3.111 -3.155 2.314
C 3.954 -3.341 1.077
O 1.766 -3.708 2.131
H 2.856 -4.005 4.269
H 4.467 -3.205 4.005
H 4.108 -4.829 3.476
H 2.990 -2.101 2.557
H 3.471 -2.822 0.249
H 4.134 -4.392 0.849
H 4.930 -2.891 1.268
H 1.761 -4.576 2.547
C 1.096 1.684 4.924
C 1.518 0.424 4.186
C 2.981 0.433 3.784
O 1.219 -0.822 4.850
H 1.922 2.020 5.554
H 0.150 1.629 5.459
H 0.928 2.444 4.158
H 0.875 0.434 3.299
H 3.585 -0.171 4.469
H 3.370 1.450 3.726
H 3.242 -0.025 2.824
H 1.901 -0.990 5.509
C -2.720 4.911 -4.735
C -2.814 3.775 -3.725
C -1.526 3.282 -3.107
O -3.738 4.083 -2.683
H -3.685 5.098 -5.200
H -1.944 4.682 -5.468
H -2.404 5.827 -4.229
H -3.246 2.901 -4.232
H -1.762 2.489 -2.397
H -1.028 4.049 -2.505
H -0.807 2.882 -3.820
H -4.649 4.131 -2.975
C 4.890 1.661 -0.240
C 4.437 3.110 -0.137
C 2.954 3.317 -0.381
O 4.698 3.592 1.180
H 4.690 1.387 -1.282
H 4.293 1.028 0.418
H 5.950 1.574 -0.007
H 4.993 3.712 -0.869
H 2.675 4.276 0.058
H 2.334 2.527 0.047
H 2.743 3.414 -1.447
H 5.619 3.465 1.422
C -2.103 -2.366 4.488
C -1.985 -1.854 3.051
C -2.344 -0.408 2.768
O -0.535 -1.989 2.742
H -1.677 -3.372 4.514
H -3.144 -2.530 4.773
H -1.575 -1.767 5.228
H -2.532 -2.419 2.298
H -3.169 -0.075 3.402
H -2.653 -0.257 1.732
H -1.537 0.319 2.891
H -0.107 -1.527 3.482
```

Output
Spin multiplicity ... 6
ΔE to the lowest compared entry with this formula, charge and spin ... 21.4 kcal per mole
Highest occupied orbital energy (spin up / spin down) ... -11.694 / -11.694 eV
LUMO energy (spin up / spin down) ... -2.606 / -4.510 eV
⟨S²⟩ ... 8.76
Kohn-Sham gap (spin up / spin down) ... 9.09 / 7.18 eV
Total charge ... +1